17
Properties=species:S:1:pos:R:3:forces:R:3:lowdin_charge:R:1 method="wB97M-V/def2-TZVPD" mol_weight_g_mol=114.2 homo_energy_ev=-8.328 smiles="C=C/C=C/C.O=[SiH2]" relative_energy_kj_mol=231.49 fmax_ha_per_bohr=0.0756 orbital_gap_ev=8.378
C 1.81816 -1.99719 0.15471 1.307 -1.993 -3.072 0.015
C 1.49995 -1.02518 -0.68887 -0.827 0.322 3.763 -0.148
C 0.80173 0.01553 0.06254 0.865 1.940 -1.070 -0.236
C 0.30306 1.11186 -0.52320 -0.067 2.164 0.684 -0.211
C -0.54792 2.10485 0.26912 2.085 1.046 -2.773 -0.132
H 2.10403 -2.98827 -0.18301 0.323 0.058 -0.102 0.064
H 1.96247 -1.83201 1.16051 -0.553 0.326 2.157 0.041
H 1.53050 -0.98207 -1.72193 -0.041 -0.365 -1.854 0.085
H 0.74101 -0.09783 1.16513 -0.283 -0.037 -1.031 0.123
H 0.48785 1.57429 -1.53968 -0.063 -1.668 0.806 0.130
H -0.09735 3.09489 0.39760 0.771 -0.241 0.332 0.081
H -0.82663 1.75714 1.18574 -1.178 -0.930 2.477 0.033
H -1.30738 2.44360 -0.39054 -1.681 -0.275 -0.281 0.055
O -1.20586 -1.71523 0.97882 0.313 -0.584 0.390 -0.407
Si -2.05246 -0.78337 0.15191 -1.176 -0.040 0.647 0.624
H -3.42346 -0.46172 0.65274 0.245 0.139 -0.185 -0.062
H -1.78768 -0.21929 -1.13158 -0.040 0.139 -0.889 -0.055

13
Properties=species:S:1:pos:R:3:forces:R:3:lowdin_charge:R:1 method="wB97M-V/def2-TZVPD" mol_weight_g_mol=229.9 homo_energy_ev=-10.064 smiles="CC(=O)C(C)(Br)Br" relative_energy_kj_mol=66.44 fmax_ha_per_bohr=0.0522 orbital_gap_ev=10.236
C 0.78188 1.24745 1.26207 2.171 -0.300 0.221 -0.070
C 0.11897 0.64761 0.08341 -1.356 -1.395 1.713 -0.603
O 0.01525 1.18956 -0.95736 0.159 1.084 -1.741 0.122
C -0.52219 -0.77618 0.22805 -0.279 -0.243 -0.041 -1.126
C -1.00885 -1.32425 -1.10626 -1.802 -1.311 -0.286 -0.221
Br 0.88056 -1.91090 0.96730 -0.473 -0.183 0.251 0.732
Br -2.13525 -0.46199 1.39615 0.956 -0.343 -0.296 0.670
H 0.96908 2.27342 1.14407 0.339 1.431 -1.047 0.073
H 1.76152 0.75934 1.37899 -0.027 0.156 -0.387 0.075
H 0.48609 1.26430 2.27135 -1.687 -1.038 1.080 0.068
H -1.62873 -0.47072 -1.50406 0.852 -1.183 -0.331 0.091
H -1.64567 -2.32551 -1.16178 0.865 2.263 1.155 0.124
H -0.18006 -1.70271 -1.70442 0.283 1.062 -0.292 0.064

9
Properties=species:S:1:pos:R:3:forces:R:3:lowdin_charge:R:1 method="wB97M-V/def2-TZVPD" mol_weight_g_mol=139.1 homo_energy_ev="-8.305 / -8.038" relative_energy_kj_mol=329.22 fmax_ha_per_bohr=0.0210 orbital_gap_ev="7.586 / 6.927"
C -0.09475 -1.39175 0.43614 -0.440 -0.086 0.360 -0.467
N 1.12246 -1.41231 0.11169 -0.815 -0.309 0.140 -0.606
O -0.61326 1.15205 -0.29114 0.098 0.001 0.466 -0.946
P -1.20985 0.04234 0.80587 0.765 0.368 -0.664 0.833
P 0.51165 2.33985 0.01694 -0.184 -0.557 0.124 0.725
S 2.36984 -0.54809 -0.24153 0.617 0.810 -0.184 0.605
H -0.56419 -2.35140 0.64879 -0.024 -0.178 -0.062 0.061
H -2.18428 -0.35349 -0.12449 -0.311 -0.397 0.143 -0.051
H 0.66237 2.52280 -1.36227 0.294 0.350 -0.324 -0.154

14
Properties=species:S:1:pos:R:3:forces:R:3:lowdin_charge:R:1 method="wB97M-V/def2-TZVPD" mol_weight_g_mol=92.1 homo_energy_ev="-7.268 / -7.329" relative_energy_kj_mol=298.20 fmax_ha_per_bohr=0.0419 orbital_gap_ev="7.463 / 8.026"
C -0.55116 -1.18738 1.24699 -0.140 0.073 0.032 -0.127
C 1.31189 1.58361 -1.56122 -0.109 -0.200 -0.026 -0.492
C -1.07452 -0.16718 0.29369 1.391 -0.277 -1.622 -0.328
O -2.24199 -0.41429 -0.35280 -0.031 -0.035 0.280 -0.035
P 0.89591 -0.21799 -1.71643 -1.377 0.221 1.162 0.717
H -0.48306 -2.16668 0.77483 0.041 -0.061 -0.023 0.075
H 0.43584 -0.90738 1.60685 0.021 0.010 -0.045 0.071
H -1.21623 -1.27690 2.11258 -0.079 -0.013 0.072 0.080
H 0.51395 2.16593 -2.01380 -0.026 0.115 -0.050 0.007
H 2.24151 1.80097 -2.08442 0.059 0.062 -0.037 0.007
H 1.41747 1.87106 -0.51927 0.036 0.129 0.060 0.006
H -0.97695 0.87885 0.54255 -0.016 0.089 -0.004 0.093
H -2.33061 -1.36378 -0.50578 0.022 0.093 -0.008 0.104
H 1.88386 -0.63238 -0.80730 0.208 -0.206 0.209 -0.176

49
Properties=species:S:1:pos:R:3:forces:R:3:lowdin_charge:R:1 method="wB97M-V/def2-TZVPD" mol_weight_g_mol=425.2 homo_energy_ev=-9.415 smiles="CC[C@@H](Cl)[C@@](C#N)([C@@H](C#N)CCCOC(C)=O)P(O)Cl.O=C1CCCO1" fmax_ha_per_bohr=0.2436 orbital_gap_ev=8.884
C -0.41061 -3.85467 -1.54713 0.099 -0.025 -0.995 -0.154
C -0.24428 -2.21616 -1.26870 0.411 -0.822 -1.130 -0.259
C -1.05107 -1.69283 0.05845 0.595 -0.114 -0.490 -0.578
Cl -0.56470 -2.87379 1.45259 -0.346 0.796 -1.190 0.527
C -0.62882 -0.19693 0.58505 0.011 1.491 -0.774 -0.549
C 0.97863 0.12389 0.54864 8.431 1.212 -2.573 -0.121
N 2.24267 0.38290 0.29153 -12.001 -2.488 2.582 0.134
C -1.39532 1.04470 -0.16183 0.873 0.787 -0.477 -0.247
C -0.43792 2.40154 0.03822 0.855 9.189 1.076 -0.118
N -0.04223 3.65039 0.17128 -3.523 -11.916 -1.318 0.104
C -1.57473 0.86929 -1.78720 -0.252 1.107 0.059 -0.165
C -2.90305 0.02612 -2.24651 -0.599 0.544 -0.845 -0.144
C -4.30834 0.61181 -1.57868 1.022 0.708 -0.154 -0.170
O -4.63626 -0.28295 -0.44228 -2.719 2.007 0.149 -0.179
C -5.95307 0.13482 0.10514 -4.387 -1.625 -2.926 -0.294
C -5.92883 0.97212 1.52135 -0.220 0.041 -0.204 -0.046
O -7.05715 -0.17330 -0.58690 7.154 2.146 4.577 -0.007
P -1.19429 -0.12579 2.44824 0.912 0.196 3.002 0.662
O -1.32575 1.51899 3.00429 -0.789 -1.786 -0.054 -0.400
Cl -3.22007 -0.87768 2.59145 0.930 0.766 -0.797 0.197
H -1.22929 -4.35495 -0.87733 1.808 0.934 -1.163 0.066
H 0.65316 -4.39094 -1.47330 -2.565 1.135 0.216 0.092
H -0.74770 -4.01778 -2.68026 0.668 0.451 2.493 0.083
H 0.93056 -2.04351 -1.20672 -2.682 0.045 0.259 0.121
H -0.61184 -1.70696 -2.28400 0.655 -0.777 2.584 0.104
H -2.22844 -1.78675 -0.02465 2.553 0.395 0.159 0.110
H -2.43380 1.18388 0.40960 2.293 0.048 -1.417 0.129
H -1.70138 1.97020 -2.22567 0.251 -2.386 0.988 0.137
H -0.55888 0.47120 -2.20939 -2.061 0.583 0.712 0.121
H -3.02693 0.19497 -3.42104 0.436 -0.439 2.538 0.132
H -2.82758 -1.13222 -2.07660 -0.221 2.341 -0.184 0.108
H -4.12886 1.68923 -1.10248 -0.229 -2.064 -1.211 0.139
H -5.18323 0.72043 -2.36300 1.765 -0.622 1.675 0.144
H -5.01161 1.72816 1.48064 -2.060 -1.650 0.129 0.094
H -6.96822 1.53501 1.66192 2.389 -1.206 -0.644 0.107
H -5.81093 0.28830 2.48207 -0.055 1.193 -2.365 0.068
H -1.57403 1.49101 3.99491 0.641 -0.196 -2.286 0.086
O 9.45913 0.69197 0.97497 -1.848 -0.030 -0.898 0.098
C 8.26342 0.73067 0.73629 2.214 0.199 0.405 -0.462
C 7.17385 0.79391 1.76342 -0.366 -0.330 0.213 -0.091
C 5.95503 0.42762 0.95490 -0.846 -0.246 0.412 -0.180
C 6.31445 0.91659 -0.42374 -0.629 0.100 -0.449 -0.174
O 7.72993 0.76522 -0.52005 0.709 -0.133 0.475 0.026
H 7.11097 1.81279 2.15551 0.137 -0.100 0.060 0.136
H 7.35020 0.07839 2.56987 0.235 0.369 -0.019 0.131
H 5.02851 0.86326 1.33821 0.090 -0.096 -0.176 0.105
H 5.83661 -0.66272 0.94266 -0.032 0.180 -0.025 0.123
H 6.06550 1.97316 -0.56810 0.024 -0.077 0.000 0.130
H 5.82655 0.32740 -1.20569 0.267 0.163 0.004 0.127

82
Properties=species:S:1:pos:R:3:forces:R:3:lowdin_charge:R:1 method="wB97M-V/def2-TZVPD" mol_weight_g_mol=985.5 homo_energy_ev=-10.233 relative_energy_kj_mol=76.77 fmax_ha_per_bohr=0.0181 total_charge=+1 orbital_gap_ev=7.795
Lu -0.08977 0.27260 -0.30848 -0.393 0.617 -0.576 1.703
C 0.23772 2.92460 -2.96400 0.005 -0.065 -0.001 -0.156
C -0.21320 3.83638 -1.83249 -0.038 -0.043 0.076 -0.110
C 0.75667 3.80865 -0.68440 0.082 -0.098 -0.012 -0.274
C 1.18000 4.99454 -0.10542 0.086 0.087 0.010 -0.011
C 2.17700 4.97091 0.85658 -0.041 0.126 -0.003 -0.034
C 2.74135 3.75769 1.19992 0.042 -0.014 0.041 -0.038
C 2.24120 2.61503 0.60990 -0.083 0.013 -0.141 -0.161
N 1.25342 2.61893 -0.30283 0.031 -0.333 0.332 0.048
N 0.10843 1.45941 -2.74446 0.039 -0.138 0.087 -0.210
C 1.22037 0.81188 -3.45539 -0.034 -0.022 0.046 -0.130
C 1.36891 -0.66274 -3.18770 -0.110 -0.046 -0.024 -0.269
C 2.04309 -1.46684 -4.09208 -0.006 -0.052 -0.123 0.000
C 2.18032 -2.81642 -3.82181 0.052 -0.043 -0.035 -0.022
C 1.61307 -3.33711 -2.66798 0.008 -0.085 -0.066 -0.042
C 0.95225 -2.47584 -1.82400 -0.074 0.158 0.056 -0.186
N 0.85028 -1.16022 -2.06384 0.214 0.173 0.451 -0.030
C -1.18406 0.98500 -3.25642 -0.053 0.000 0.044 -0.134
C -2.32891 1.39396 -2.35979 0.122 0.005 0.035 -0.269
C -3.59821 1.59512 -2.86933 -0.112 0.087 -0.031 0.008
C -4.62723 1.90960 -1.99764 -0.070 0.016 -0.041 -0.022
C -4.36105 2.02392 -0.64044 -0.061 0.013 0.015 -0.024
C -3.07134 1.80162 -0.20615 0.127 0.014 -0.112 -0.102
N -2.07378 1.49541 -1.04992 0.083 -0.225 0.203 -0.013
H 1.29142 3.13567 -3.14156 0.025 0.033 -0.017 0.124
H -0.29308 3.18810 -3.88517 -0.022 0.005 -0.016 0.131
H -1.22236 3.61276 -1.49831 -0.030 -0.008 -0.010 0.102
H -0.24170 4.85127 -2.22920 0.006 0.035 -0.007 0.125
H 0.74489 5.92995 -0.43291 0.009 -0.017 0.026 0.119
H 2.51690 5.89055 1.31682 -0.016 -0.024 -0.021 0.118
H 3.53152 3.68147 1.93413 -0.014 0.008 -0.036 0.118
H 2.62983 1.64825 0.89498 -0.042 -0.018 0.012 0.033
H 2.14047 1.30778 -3.14226 0.042 0.008 0.047 0.134
H 1.13599 0.96333 -4.53860 0.009 0.014 -0.050 0.141
H 2.44426 -1.03418 -5.00011 -0.002 -0.026 0.029 0.126
H 2.71468 -3.45936 -4.51011 -0.026 0.022 0.019 0.122
H 1.68067 -4.38787 -2.42424 0.009 0.023 -0.012 0.115
H 0.48121 -2.83373 -0.91677 0.021 0.000 0.021 0.089
H -1.17609 -0.10516 -3.28622 -0.011 -0.040 -0.016 0.114
H -1.36376 1.34932 -4.27465 -0.008 0.022 -0.033 0.135
H -3.77371 1.50149 -3.93352 -0.002 0.006 0.036 0.126
H -5.63043 2.06744 -2.37419 0.035 -0.008 0.017 0.120
H -5.13688 2.26732 0.07223 0.018 -0.003 -0.028 0.119
H -2.81554 1.85291 0.84647 0.021 -0.018 0.001 0.125
Br 2.27837 -4.28101 1.09375 0.003 0.085 -0.053 0.768
C 3.77666 -3.57565 2.00573 0.106 -0.034 0.108 -0.722
C 4.30295 -4.34419 3.03700 0.019 0.019 0.019 -0.126
C 5.40215 -3.89212 3.74950 -0.029 -0.060 0.009 -0.066
C 5.98118 -2.67216 3.43656 0.016 0.034 -0.002 -0.070
C 5.45931 -1.90288 2.41020 0.056 -0.079 0.138 -0.159
C 4.35936 -2.35479 1.69344 -0.079 0.058 0.088 -0.727
I 3.67700 -1.09591 0.19302 -0.016 0.001 -0.379 1.038
H 3.84335 -5.29395 3.27566 0.021 0.025 -0.003 0.103
H 5.80346 -4.49800 4.55176 -0.020 0.016 -0.029 0.113
H 6.83744 -2.31137 3.99084 -0.013 -0.019 -0.005 0.112
H 5.90223 -0.94656 2.16768 -0.008 -0.027 -0.005 0.090
C 0.77242 0.49780 4.74664 -0.007 -0.032 -0.044 -0.090
C 1.06991 -0.66036 4.03661 -0.018 0.080 0.024 -0.090
C 0.95031 -0.67072 2.65278 0.054 -0.026 0.129 -0.200
C 0.56186 0.45296 1.91308 0.018 -0.072 -0.166 -0.350
C 0.25722 1.59083 2.66841 -0.064 0.066 0.110 -0.186
C 0.34923 1.62499 4.05681 0.028 -0.043 -0.025 -0.094
H 0.85779 0.51607 5.82686 -0.010 -0.004 -0.041 0.101
H 1.38454 -1.55544 4.56240 -0.008 0.026 -0.006 0.101
H 1.16950 -1.60661 2.14478 0.013 -0.072 -0.037 0.032
H -0.07775 2.50291 2.17382 0.014 0.044 -0.021 0.080
H 0.09217 2.52888 4.59800 0.007 -0.025 -0.010 0.099
O -1.91438 -1.39431 -1.55589 0.067 -0.004 -0.126 -0.016
C -2.43491 -1.44038 -0.43469 0.011 -0.017 0.168 -0.472
N -1.81223 -0.88380 0.63215 -0.278 -0.077 0.264 -0.011
C -2.67851 -0.96192 1.75078 -0.060 -0.222 -0.421 -0.408
O -2.51643 -0.46702 2.82959 0.151 0.110 0.121 0.126
C -3.90202 -1.72667 1.29909 0.078 0.106 0.139 -0.091
C -5.03533 -2.09369 1.99085 -0.104 -0.040 0.047 0.009
C -6.02847 -2.76601 1.27911 0.055 0.018 -0.014 -0.054
C -5.88070 -3.04532 -0.07903 0.022 0.020 0.028 -0.060
C -4.73208 -2.66212 -0.76793 -0.045 -0.040 -0.030 0.001
C -3.75755 -2.00437 -0.04551 0.159 0.007 -0.182 -0.099
H -5.14453 -1.86884 3.04451 0.007 -0.005 -0.034 0.125
H -6.93106 -3.07821 1.78861 0.008 0.004 -0.017 0.109
H -6.67081 -3.56854 -0.60289 0.019 0.013 0.022 0.108
H -4.60647 -2.87488 -1.82277 -0.005 0.012 0.044 0.120